Below is a structure of composition C37H37BF3N12S2TaTe, with properties calculated with ωB97M-V with the def2-TZVPD basis set.

```
! RIJCOSX wB97M-V def2-TZVPD def2/J DEFGRID3
* xyz 3 2
Ta -0.026 -0.075 -0.176
Te 1.424 -1.796 2.016
S 2.349 0.636 0.250
S 0.996 0.783 -2.291
F 0.996 1.588 -4.996
F -0.318 0.698 -6.467
F -0.818 2.610 -5.591
N -2.378 1.595 -0.145
N 4.317 -0.937 1.341
N -1.022 1.828 -0.286
N -0.565 0.720 1.997
N -4.328 0.893 1.327
N -1.907 0.970 2.157
N 3.262 -1.835 -0.407
N -5.144 0.885 0.223
N -2.754 -0.864 0.688
N 1.033 -1.954 -1.288
N -1.289 -0.177 -2.050
N -1.592 -1.535 0.392
C 2.761 -5.886 1.092
C 0.250 -2.536 -2.224
C 2.283 -4.597 0.922
C -5.080 0.755 2.459
C 5.126 -1.852 0.790
C 2.910 -2.622 -2.633
C -2.135 3.518 -1.220
C 0.054 1.402 2.997
C 0.713 -3.132 -3.374
C -6.391 0.707 2.086
C -3.242 -3.017 0.703
C 2.364 -2.113 -1.465
C -2.552 -0.567 -2.323
C 2.076 -3.115 -3.619
C -2.102 1.792 3.194
C 0.416 3.756 -1.038
C 2.058 -3.796 2.044
C -1.895 -2.859 0.409
C 2.999 -6.382 2.370
C -0.878 3.028 -0.907
C -3.044 2.595 -0.730
C -3.741 -1.749 0.882
C -0.945 -3.985 0.211
C 2.766 -5.589 3.482
C -0.556 0.456 -2.986
C -7.559 0.799 -0.245
C -1.067 0.706 -4.255
C -3.113 -0.348 -3.559
C -2.359 0.297 -4.533
C 2.303 -4.289 3.325
C -0.285 1.413 -5.341
C 4.628 -0.107 2.496
C -0.891 2.062 3.773
C 3.042 -0.951 0.702
C -6.382 0.797 0.675
C 4.486 -2.421 -0.283
C 1.517 1.538 3.260
B -2.886 0.661 1.025
H 2.487 -3.499 -4.544
H -3.082 2.156 3.447
H -1.225 -4.571 -0.667
H 6.109 -2.061 1.179
H 2.136 -3.671 4.199
H 0.829 3.943 -0.045
H 3.361 -7.394 2.494
H -4.734 -1.427 1.146
H 1.160 3.225 -1.624
H -0.991 -4.653 1.072
H 2.049 0.594 3.265
H -7.528 -0.055 -0.922
H 5.696 -0.166 2.686
H -8.485 0.749 0.323
H 4.826 -3.215 -0.924
H -4.120 2.602 -0.725
H -7.249 0.627 2.732
H 4.357 0.925 2.284
H -3.772 -3.949 0.801
H 2.936 -6.512 0.227
H 3.981 -2.614 -2.773
H -4.125 -0.669 -3.757
H -4.649 0.647 3.439
H 0.237 4.718 -1.511
H -0.698 2.668 4.641
H -0.808 -2.507 -2.029
H -2.775 0.483 -5.516
H -7.579 1.703 -0.852
H -2.359 4.458 -1.694
H 1.982 2.200 2.530
H 4.087 -0.464 3.373
H -3.104 -1.050 -1.536
H 2.946 -5.975 4.476
H 0.013 -3.570 -4.071
H 2.077 -4.247 -0.080
H 0.072 -3.649 0.092
H 1.640 1.988 4.243
*
```

Output
molar mass: 1090.3 g/mol
Kohn-Sham gap (alpha / beta): 6.2710 / 5.5590 eV
E_HOMO (alpha / beta): -15.818 / -15.820 eV
LUMO level (alpha / beta): -9.55 / -10.26 eV
ΔE to the lowest compared entry with this formula, charge and spin: 49.9 kcal per mole
DFT total energy: -3534.38837 Eh
expectation value of S²: 0.766

Atomic partial charges in e from the Mulliken method, atoms 1 to 2: -0.146 0.636

Below is a structure of composition C37H37BiN4S, with properties calculated with ωB97M-V with the def2-TZVPD basis set.

```
! RIJCOSX wB97M-V def2-TZVPD def2/J DEFGRID3
* xyz 0 1
Bi 7.107 -12.371 14.291
S 5.447 -11.947 16.355
N 3.781 -12.854 14.280
N 7.112 -14.330 12.240
N 4.893 -13.357 13.725
N 2.765 -11.727 16.010
C 9.979 -13.455 15.286
C 9.408 -13.416 17.924
C 2.163 -17.121 13.368
C 9.750 -11.179 14.932
C 1.186 -15.222 12.243
C 4.816 -9.534 11.844
C 4.813 -14.497 13.050
C 8.115 -14.868 11.507
C 6.817 -10.638 12.789
C 5.880 -14.990 12.266
C 7.381 -8.786 10.271
C 11.041 -12.620 13.139
C 7.612 -8.162 9.053
C 3.752 -8.607 11.989
C 3.528 -15.202 12.925
C 5.632 -8.898 14.089
C 9.380 -11.444 16.269
C 4.484 -8.053 14.217
C 7.952 -8.903 7.918
C 5.717 -16.196 11.525
C 6.798 -16.797 10.920
C 8.257 -10.255 8.091
C 9.544 -12.875 16.524
C 10.180 -12.407 14.330
C 8.034 -10.911 9.306
C 3.388 -16.523 13.404
C 1.043 -16.465 12.878
C 2.422 -14.592 12.304
C 8.023 -16.132 10.940
C 10.256 -14.965 15.150
C 9.084 -10.475 17.358
C 7.574 -10.230 10.430
C 3.614 -7.894 13.214
C 9.829 -9.810 14.327
C 5.746 -9.662 12.919
C 3.939 -12.204 15.446
C 7.530 -10.912 11.681
H 9.968 -9.680 17.367
H 9.073 -14.294 11.504
H 9.017 -10.921 18.351
H 8.178 -11.751 11.642
H 8.248 -11.966 9.351
H 2.502 -13.529 11.927
H 10.695 -9.795 13.652
H 4.317 -7.456 15.103
H 11.452 -11.686 12.795
H 11.344 -15.205 15.104
H 7.977 -8.460 6.927
H 9.072 -14.438 17.847
H 4.915 -10.075 10.893
H 0.383 -14.722 11.793
H 4.202 -17.067 13.811
H 9.927 -8.982 15.023
H 0.032 -16.886 13.018
H 9.716 -15.343 14.258
H 10.418 -13.339 18.498
H 8.953 -9.605 13.653
H 9.999 -15.430 16.076
H 2.727 -7.249 13.317
H 8.604 -12.864 18.476
H 7.748 -7.109 9.165
H 8.132 -9.916 17.258
H 3.069 -8.549 11.187
H 2.048 -18.109 13.786
H 11.935 -13.162 13.474
H 2.782 -11.725 16.991
H 8.611 -10.883 7.242
H 6.990 -8.209 11.130
H 1.941 -12.005 15.506
H 4.738 -16.713 11.428
H 6.660 -17.697 10.333
H 8.902 -16.501 10.361
H 10.551 -13.151 12.340
H 6.354 -8.949 14.837
*
```

Output
molar mass: 778.8 g/mol
Kohn-Sham gap: 5.0670 eV
E_HOMO: -6.191 eV
LUMO level: -1.12 eV
ΔE to the lowest compared entry with this formula, charge and spin: 0.0 kcal per mole
DFT total energy: -2263.79912 Eh

Atomic partial charges in e from the Mulliken method, atoms 1 to 2: 1.209 -0.590

Below is a structure of composition C37H37BrFGe2N6O5Pd, with properties calculated with ωB97M-V with the def2-TZVPD basis set.

```
! RIJCOSX wB97M-V def2-TZVPD def2/J DEFGRID3
* xyz 2 6
Pd 0.388 -1.101 0.551
Br 0.255 4.965 -4.370
Ge -2.491 -4.506 1.338
Ge -2.419 -1.654 0.987
F 0.960 5.810 0.204
O 4.129 -1.764 -0.768
O 1.246 0.878 0.478
O 1.906 -1.858 -0.629
O -1.909 0.322 0.197
O -1.007 -1.004 -1.340
N 4.458 -1.905 3.797
N 1.375 -1.432 2.459
N 4.012 2.060 -2.243
N 3.116 -1.858 3.488
N 2.185 -2.159 4.363
N 2.696 -1.421 2.351
C 4.929 2.390 -3.380
C 2.999 0.262 -1.002
C -2.900 -1.930 3.870
C -0.278 3.490 -3.319
C 3.034 -1.252 -0.752
C 2.126 1.200 -0.338
C -2.159 -0.367 5.541
C -1.695 0.055 3.219
C -5.890 -2.297 -1.376
C -0.190 1.145 -2.877
C 3.271 3.013 -1.635
C 5.540 3.759 -3.143
C 2.322 2.619 -0.654
C -4.970 -0.530 0.566
C 4.461 4.816 -2.983
C -1.888 -4.880 -0.482
C 1.717 4.910 -0.388
C -1.048 1.323 -1.795
C -6.699 -1.259 -0.938
C -1.614 0.438 4.551
C -1.369 0.134 -0.953
C 2.649 5.327 -1.325
C 3.442 4.396 -1.967
C 1.542 3.568 -0.036
C -2.806 -1.549 5.201
C -1.528 2.589 -1.488
C 4.147 2.261 -4.682
C -1.149 3.683 -2.257
C -4.619 -2.460 -0.844
C -1.001 -4.682 2.590
C -4.159 -1.575 0.124
C -4.143 -5.371 1.883
C 0.205 2.230 -3.640
C -6.240 -0.376 0.030
C 1.082 -1.884 3.684
C -2.345 -1.132 2.867
C 3.891 0.744 -1.905
H -1.343 -5.827 -0.440
H 4.966 -2.170 2.960
H -4.211 -5.422 2.969
H 6.168 3.727 -2.250
H -0.690 -5.730 2.598
H -2.717 -4.993 -1.176
H 4.579 -2.594 4.532
H -3.991 -3.264 -1.202
H -6.247 -2.982 -2.134
H -1.270 0.693 2.454
H 0.849 2.096 -4.498
H -3.248 -2.167 5.971
H 4.575 0.066 -2.399
H -1.538 4.669 -2.042
H -2.090 -0.070 6.579
H -4.621 0.163 1.324
H 4.891 5.773 -2.686
H 2.744 6.383 -1.540
H -5.006 -4.832 1.494
H -1.287 -4.397 3.601
H 3.943 4.996 -3.930
H -2.206 2.716 -0.654
H 3.788 1.241 -4.823
H 0.151 0.146 -3.118
H 4.800 2.506 -5.518
H 3.290 2.936 -4.704
H -7.692 -1.137 -1.350
H 0.085 -1.993 4.077
H 0.806 3.288 0.704
H -4.161 -6.385 1.481
H -0.150 -4.084 2.264
H -1.206 -4.114 -0.854
H 6.190 3.996 -3.985
H -3.431 -2.840 3.617
H -1.127 1.368 4.816
H 5.710 1.632 -3.341
H -6.871 0.433 0.373
*
```

Output
molar mass: 996.3 g/mol
Kohn-Sham gap (alpha / beta): 5.0705 / 4.3720 eV
E_HOMO (alpha / beta): -11.251 / -13.565 eV
LUMO level (alpha / beta): -6.18 / -9.19 eV
ΔE to the lowest compared entry with this formula, charge and spin: 1.1 kcal per mole
DFT total energy: -9091.81378 Eh
expectation value of S²: 8.805

Atomic partial charges in e from the Mulliken method, atoms 1 to 2: 1.066 -0.100

Below is a structure of composition C37H37Cl3O2P2Pt, with properties calculated with ωB97M-V with the def2-TZVPD basis set.

```
! RIJCOSX wB97M-V def2-TZVPD def2/J DEFGRID3
* xyz 2 5
Pt -0.120 -1.593 0.295
Cl 4.398 -3.645 -0.068
Cl 2.475 -5.324 1.378
Cl 3.140 -5.890 -1.411
P -2.006 -0.477 0.539
P 1.358 0.027 0.746
O 0.940 -3.969 -1.536
O 1.628 -2.679 0.214
C -1.469 3.376 -0.539
C -2.715 -1.149 3.141
C 2.542 -0.777 -3.167
C 1.498 2.790 -0.569
C 0.609 3.541 -2.781
C 2.586 -0.085 2.083
C -4.579 -0.935 1.592
C 0.115 1.172 1.375
C -4.994 -1.199 3.966
C -3.703 0.237 -1.602
C 0.980 3.995 0.147
C -0.469 4.444 -0.185
C 2.906 -4.621 -0.216
C 1.698 -3.693 -0.608
C -3.615 -1.266 4.202
C -1.243 0.995 1.245
C -4.038 -1.112 -3.593
C 3.076 1.107 2.653
C 4.518 -0.164 4.127
C -4.188 0.095 -2.908
C 4.043 1.064 3.660
C -5.472 -1.059 2.656
C -1.099 -3.406 0.716
C -3.360 -2.174 -2.984
C -1.619 2.832 -1.750
C 4.542 -0.220 -1.947
C 3.076 -1.319 2.554
C 1.263 2.557 -1.865
C -0.903 3.305 -2.979
C 3.788 -0.006 -0.790
C -2.770 -1.991 -1.729
C 1.785 -0.560 -2.015
C -3.198 -0.931 1.838
C 4.045 -1.353 3.561
C -2.894 -0.766 -1.046
C 3.925 -0.586 -3.144
C 2.391 -0.121 -0.812
H -3.285 -3.142 -3.475
H 0.480 2.002 1.986
H -2.209 3.187 0.246
H -0.581 -3.825 1.587
H 5.627 -0.108 -1.910
H 2.707 -2.244 2.111
H -4.695 0.934 -3.387
H -0.841 4.945 0.719
H 1.655 4.842 -0.076
H -5.695 -1.252 4.803
H 2.292 2.261 -0.028
H 4.429 1.995 4.079
H 2.036 -1.089 -4.081
H 4.510 -0.762 -4.049
H -4.949 -0.839 0.572
H -3.240 -1.401 5.218
H -1.641 -1.210 3.320
H 4.293 0.263 0.146
H -1.042 2.561 -3.777
H 4.432 -2.315 3.900
H 1.087 3.468 -3.768
H -1.932 1.690 1.732
H -0.944 -4.058 -0.152
H -6.543 -1.034 2.468
H -4.450 -1.239 -4.598
H -2.432 2.144 -1.959
H -2.167 -3.285 0.940
H 0.770 4.558 -2.409
H 2.700 2.071 2.302
H 1.658 1.690 -2.390
H 1.052 3.832 1.231
H 5.255 -0.198 4.928
H -0.428 5.217 -0.964
H -1.340 4.244 -3.357
H 0.699 -0.692 -2.057
H -2.210 -2.806 -1.275
H -3.930 1.129 -1.019
*
```

Output
molar mass: 877.1 g/mol
Kohn-Sham gap (alpha / beta): 6.0999 / 3.5863 eV
E_HOMO (alpha / beta): -12.323 / -14.085 eV
LUMO level (alpha / beta): -6.22 / -10.50 eV
ΔE to the lowest compared entry with this formula, charge and spin: 16.0 kcal per mole
DFT total energy: -3764.32699 Eh
expectation value of S²: 6.038

Atomic partial charges in e from the Mulliken method, atoms 1 to 2: 1.735 -0.102

Below is a cluster of 8 separate species, C37H37Cl4F5O2 in total, with properties calculated with ωB97M-V with the def2-TZVPD basis set.

```
! RIJCOSX wB97M-V def2-TZVPD def2/J DEFGRID3
* xyz 0 1
Cl 1.353 -0.090 -1.643
Cl 2.957 -0.766 0.606
Cl 0.155 -0.210 0.983
Cl 0.971 -2.657 -0.333
F -1.618 1.942 -0.523
F -1.122 -4.622 6.658
F 1.964 2.795 5.799
F -1.742 -4.629 -3.112
F -4.539 1.422 2.225
O 6.518 0.151 -3.443
O 0.217 4.683 -2.015
C 1.359 -1.223 5.236
C -2.262 1.758 2.777
C 0.485 -4.410 -5.947
C -0.986 -3.684 3.151
C -2.587 2.340 -2.620
C 0.624 4.598 -3.149
C 4.605 -1.186 -3.218
C -0.505 -4.861 -5.088
C 1.419 0.674 6.689
C -1.327 -3.942 5.517
C 5.340 0.056 -3.684
C -1.773 2.925 4.833
C -4.027 2.593 4.173
C 1.216 -0.689 6.512
C 1.699 -0.409 4.174
C 1.913 0.950 4.358
C 1.353 -0.945 -0.082
C -2.219 1.451 -1.630
C -0.789 -4.140 -3.938
C -1.490 -2.393 3.207
C -3.276 1.829 -3.719
C -2.456 0.095 -1.713
C 1.783 1.478 5.628
C -3.599 1.909 3.053
C -3.197 -0.391 -2.786
C -1.836 -2.650 5.577
C 4.569 1.114 -4.382
C 0.895 -2.579 -4.444
C -1.930 -1.880 4.425
C -3.131 3.103 5.107
C -0.087 -3.018 -3.550
C 1.174 -3.244 -5.623
C 1.351 3.315 -3.559
C 0.473 5.668 -4.167
C -1.354 2.291 3.674
C -3.601 0.479 -3.801
C -0.905 -4.448 4.306
H -5.095 2.664 4.347
H 4.152 1.849 -3.698
H 1.980 -2.928 -6.272
H 4.270 -1.712 -4.121
H -1.569 -1.832 2.287
H -2.032 -0.496 -0.911
H 0.687 -4.916 -6.880
H -1.000 3.208 5.537
H -3.565 2.510 -4.509
H 2.274 1.593 3.564
H 5.237 1.640 -5.064
H -1.898 1.265 1.886
H -4.128 0.131 -4.678
H -1.124 -5.730 -5.273
H 3.697 -0.975 -2.647
H 1.036 -1.291 7.391
H 1.023 2.547 -2.866
H 2.424 3.495 -3.599
H -0.205 5.320 -4.954
H -0.370 -2.467 -2.670
H -3.378 -1.445 -2.952
H 1.480 -1.711 -4.161
H 1.316 1.050 7.701
H -2.324 3.387 -2.587
H 1.424 5.903 -4.647
H 3.736 0.661 -4.922
H 0.003 6.573 -3.787
H -2.381 -0.901 4.510
H 1.201 -2.281 5.059
H -0.481 -5.445 4.253
H 5.302 -1.840 -2.705
H -2.230 -2.243 6.500
H -0.728 -4.197 2.234
H 1.856 -0.778 3.173
H -0.287 2.164 3.559
H 1.106 3.046 -4.592
H -3.444 3.628 5.996
*
```

Output
molar mass: 750.5 g/mol
Kohn-Sham gap: 9.0433 eV
E_HOMO: -9.104 eV
LUMO level: -0.06 eV
ΔE to the lowest compared entry with this formula, charge and spin: 0.0 kcal per mole
DFT total energy: -3922.63460 Eh

Atomic partial charges in e from the Mulliken method, atoms 1 to 2: 0.058 -0.098

Q: Among the records above, which one has the highest molar mass?
A: C37H37BF3N12S2TaTe

Q: Which value of DFT total energy does entry 1 give?
A: -3534.38837 Eh